Entry 1:
# C2H4BrP

A cluster of 2 separate species, C2H4BrP in total (the ωB97M-V functional and the def2-TZVPD basis, OMol25).

Computed properties:
- energy above the lowest of the compared OMol25 structures with the same formula, charge and spin (kJ/mol) = 334.8
- M (g mol⁻¹) = 138.93

Geometry as XYZ:
```
8
Properties=species:S:1:pos:R:3:forces:R:3
Br 0.195 4.074 0.386 0.0 -1.1 0.1
P 1.299 0.202 -0.796 -0.1 0.2 -0.1
C 0.303 0.793 0.538 0.0 1.2 -0.2
C -0.576 0.295 -0.485 -0.1 0.0 0.0
H -0.985 0.996 -1.205 0.1 0.0 0.0
H 0.298 0.697 1.607 0.0 0.0 0.1
H 1.626 -0.997 -0.126 0.0 -0.2 0.1
H -1.259 -0.520 -0.263 0.1 -0.1 0.0
```
Forces are in eV/Å.


Entry 2:
# C2H4Cl2

The ion C2H4Cl2 with charge +1 (the ωB97M-V functional and the def2-TZVPD basis, OMol25).

Computed properties:
- energy above the lowest of the compared OMol25 structures with the same formula, charge and spin (kJ/mol) = 0.0
- total charge = +1
- 2S+1 = 2
- M (g mol⁻¹) = 98.96

Geometry as XYZ:
```
8
Properties=species:S:1:pos:R:3:forces:R:3
Cl -1.044 1.737 0.404 0.2 -0.1 -0.2
Cl -0.364 -0.177 -2.053 -0.6 0.2 0.5
C -0.344 0.118 0.670 -1.5 -0.5 0.6
C 0.447 -0.256 -0.502 2.2 -0.2 -0.2
H 0.887 -1.246 -0.387 -0.3 -0.6 -0.2
H 1.369 0.319 -0.601 -0.1 0.5 -0.1
H -1.163 -0.575 0.861 -0.3 0.2 -0.3
H 0.212 0.080 1.607 0.4 0.5 -0.1
```
Forces are in eV/Å.


Entry 3:
# C2H4Cl2Si

A cluster of 2 separate species, C2H4Cl2Si in total (the ωB97M-V functional and the def2-TZVPD basis, OMol25).

Computed properties:
- energy above the lowest of the compared OMol25 structures with the same formula, charge and spin (kJ/mol) = 445.5
- M (g mol⁻¹) = 127.05

Geometry as XYZ:
```
9
Properties=species:S:1:pos:R:3:forces:R:3
Cl 0.212 3.211 -3.235 0.0 -0.2 0.1
Cl 0.986 0.120 -1.908 0.3 0.8 -0.6
Si 0.668 -1.288 -0.537 0.7 -0.3 0.2
C -0.405 -0.666 0.820 0.4 -1.0 -2.0
C -0.402 0.525 1.354 0.1 1.1 2.2
H -1.250 -1.219 1.101 -0.8 -1.3 0.5
H -1.070 0.620 2.198 -0.6 0.4 -0.1
H 0.297 1.335 1.355 0.6 0.2 -0.9
H 0.963 -2.639 -1.147 -0.8 0.5 0.6
```
Forces are in eV/Å.


Entry 4:
# C2H4ClF

The molecule C2H4ClF (the ωB97M-V functional and the def2-TZVPD basis, OMol25).

Computed properties:
- energy above the lowest of the compared OMol25 structures with the same formula, charge and spin (kJ/mol) = 48.1
- M (g mol⁻¹) = 82.51

Geometry as XYZ:
```
8
Properties=species:S:1:pos:R:3:forces:R:3
Cl 2.596 0.605 -0.025 -0.7 -0.5 -0.5
F 1.376 -1.729 -0.108 0.1 0.0 0.4
C -0.214 0.045 -0.327 -0.4 -1.3 2.8
C 1.120 -0.472 0.282 -0.7 2.7 0.5
H -0.995 -0.756 0.004 1.2 1.4 -1.0
H -0.531 0.997 0.131 0.4 -0.4 0.1
H -0.188 0.238 -1.349 0.1 -0.3 -1.9
H 1.069 -0.231 1.366 0.0 -1.5 -0.4
```
Forces are in eV/Å.


Entry 5:
# C2H4ClFN2S2

A cluster of 2 separate species, C2H4ClFN2S2 in total (the ωB97M-V functional and the def2-TZVPD basis, OMol25).

Computed properties:
- energy above the lowest of the compared OMol25 structures with the same formula, charge and spin (kJ/mol) = 342.7
- M (g mol⁻¹) = 174.65

Geometry as XYZ:
```
12
Properties=species:S:1:pos:R:3:forces:R:3
Cl 0.509 1.221 -2.413 -0.4 0.8 -1.7
S 1.399 -1.735 -0.042 -0.6 -1.2 1.4
S -1.637 -1.785 0.642 0.6 1.8 2.4
F 0.827 2.249 -0.210 -0.2 0.4 0.6
N 0.695 -0.242 0.609 -0.6 -1.5 -2.1
N -1.390 -0.477 -0.395 -0.8 -0.4 -0.2
C -0.223 1.662 -0.887 0.6 -0.9 1.2
C -0.320 0.190 -0.335 0.2 1.6 3.7
H 0.641 -2.894 0.607 1.2 2.6 -0.8
H 1.410 0.335 1.006 0.1 0.6 -0.3
H -1.098 2.434 -0.756 1.3 -2.1 -1.0
H -0.813 -0.959 2.175 -1.4 -1.8 -3.1
```
Forces are in eV/Å.


Entry 6:
# C2H4ClN

A cluster of 2 separate species, C2H4ClN in total (the ωB97M-V functional and the def2-TZVPD basis, OMol25).

Computed properties:
- energy above the lowest of the compared OMol25 structures with the same formula, charge and spin (kJ/mol) = 227.7
- M (g mol⁻¹) = 77.51

Geometry as XYZ:
```
8
Properties=species:S:1:pos:R:3:forces:R:3
Cl 2.865 0.393 -0.217 0.6 0.0 0.3
N -0.379 0.971 -0.069 0.9 -1.9 -0.6
C -1.151 -0.097 0.680 -0.7 -0.3 1.5
C -0.217 -0.251 -0.414 -2.5 2.7 2.1
H -0.882 -0.407 1.731 0.0 0.7 -1.2
H 0.040 -0.937 -1.135 1.2 -1.0 -1.6
H -2.251 -0.052 0.541 0.8 -0.2 -0.2
H 1.975 0.380 -1.116 -0.2 0.1 -0.3
```
Forces are in eV/Å.


Entry 7:
# C2H4ClN

A cluster of 2 separate species, C2H4ClN in total (the ωB97M-V functional and the def2-TZVPD basis, OMol25).

Computed properties:
- energy above the lowest of the compared OMol25 structures with the same formula, charge and spin (kJ/mol) = 281.8
- M (g mol⁻¹) = 77.51

Geometry as XYZ:
```
8
Properties=species:S:1:pos:R:3:forces:R:3
Cl 2.260 -0.659 0.900 -0.3 0.2 -0.5
N 0.363 0.229 -0.996 1.5 -3.1 -4.3
C 0.890 0.270 0.277 1.7 5.1 3.0
C -0.407 -0.306 0.105 -1.8 -2.0 -0.1
H -1.322 0.134 0.339 -1.1 1.9 0.4
H -0.733 -1.359 0.103 1.5 0.0 0.2
H 0.802 -0.631 -1.596 -1.3 2.7 1.8
H 0.981 1.695 0.638 -0.2 -4.7 -0.6
```
Forces are in eV/Å.


Entry 8:
# C2H4ClN2

The ion C2H4ClN2 with charge +1 (the ωB97M-V functional and the def2-TZVPD basis, OMol25).

Computed properties:
- energy above the lowest of the compared OMol25 structures with the same formula, charge and spin (kJ/mol) = 101.2
- total charge = +1
- M (g mol⁻¹) = 91.52

Geometry as XYZ:
```
9
Properties=species:S:1:pos:R:3:forces:R:3
Cl -0.237 -2.425 -0.341 0.9 3.8 -0.6
N -0.387 0.212 0.460 0.4 -0.9 -1.0
N 0.774 0.048 -1.511 0.3 3.4 -1.4
C -0.584 0.505 1.651 -3.3 1.1 -0.5
C 0.103 -0.391 -0.531 -1.1 -4.8 2.7
H -1.705 0.630 1.824 1.7 0.1 0.9
H 0.780 1.129 -1.561 0.5 -2.4 -0.4
H 0.209 0.829 2.283 0.5 -0.3 0.9
H 1.047 -0.537 -2.274 0.0 -0.1 -0.5
```
Forces are in eV/Å.


Entry 9:
# C2H4ClN2

The ion C2H4ClN2 with charge +1 (the ωB97M-V functional and the def2-TZVPD basis, OMol25).

Computed properties:
- energy above the lowest of the compared OMol25 structures with the same formula, charge and spin (kJ/mol) = 202.1
- total charge = +1
- 2S+1 = 3
- M (g mol⁻¹) = 91.52

Geometry as XYZ:
```
9
Properties=species:S:1:pos:R:3:forces:R:3
Cl 1.433 1.626 1.695 -0.2 -0.6 -0.9
N -0.106 0.267 -0.219 -3.6 -1.3 -2.6
N 1.372 0.144 -0.734 2.0 -0.3 -2.8
C -1.143 -0.650 0.010 -3.1 0.2 2.8
C 0.963 0.734 0.343 2.2 2.7 4.7
H -1.639 -0.261 0.989 0.9 -1.1 -1.3
H -2.016 -0.792 -0.670 1.2 0.9 -0.4
H 1.885 0.587 -1.537 0.2 -0.3 0.2
H -0.748 -1.654 0.123 0.5 -0.2 0.3
```
Forces are in eV/Å.


Entry 10:
# C2H4ClN2P

The molecule C2H4ClN2P (the ωB97M-V functional and the def2-TZVPD basis, OMol25).

Computed properties:
- energy above the lowest of the compared OMol25 structures with the same formula, charge and spin (kJ/mol) = 319.9
- M (g mol⁻¹) = 122.50

Geometry as XYZ:
```
10
Properties=species:S:1:pos:R:3:forces:R:3
Cl 0.688 -1.992 -0.273 0.1 0.1 0.2
P -2.487 0.019 0.143 0.9 0.0 0.4
N -1.386 0.469 -0.778 -1.5 -0.2 0.0
N 0.216 -0.017 1.573 -1.1 0.7 0.8
C -0.029 0.600 -0.835 1.3 0.2 -0.2
C 0.704 -0.208 0.362 0.3 -0.5 -1.3
H -0.068 -0.827 2.099 0.0 -0.3 -0.1
H 0.370 0.196 -1.770 0.0 0.1 0.1
H 0.243 1.659 -0.743 0.0 -0.2 0.0
H 1.749 0.100 0.222 0.0 -0.1 0.1
```
Forces are in eV/Å.


Entry 11:
# C2H4ClN2S2

The ion C2H4ClN2S2 with charge +1 (the ωB97M-V functional and the def2-TZVPD basis, OMol25).

Computed properties:
- energy above the lowest of the compared OMol25 structures with the same formula, charge and spin (kJ/mol) = 21.8
- total charge = +1
- M (g mol⁻¹) = 155.66

Geometry as XYZ:
```
11
Properties=species:S:1:pos:R:3:forces:R:3
Cl -4.616 1.221 0.612 0.2 -0.3 -0.3
S -3.933 -0.108 -0.754 2.9 0.7 0.5
S -3.161 -1.745 0.182 0.1 0.5 -0.3
N -1.591 -1.089 0.402 -0.4 -0.5 0.2
N -2.046 0.643 -1.030 -3.1 0.3 -1.0
C 0.201 0.425 -0.309 0.3 0.3 -0.1
C -1.222 -0.029 -0.348 0.1 -1.0 0.9
H -0.944 -1.612 0.976 0.0 0.1 0.1
H 0.387 1.148 -1.098 -0.1 0.0 0.0
H 0.878 -0.416 -0.431 0.0 -0.1 0.0
H 0.380 0.902 0.654 0.0 0.0 0.0
```
Forces are in eV/Å.


Entry 12:
# C2H4ClN2S2

The ion C2H4ClN2S2 with charge +1 (the ωB97M-V functional and the def2-TZVPD basis, OMol25).

Computed properties:
- energy above the lowest of the compared OMol25 structures with the same formula, charge and spin (kJ/mol) = 207.5
- total charge = +1
- M (g mol⁻¹) = 155.66

Geometry as XYZ:
```
11
Properties=species:S:1:pos:R:3:forces:R:3
Cl 0.439 -0.741 -3.635 -1.0 0.2 0.8
S -2.243 -0.139 2.569 0.3 0.2 -3.0
S -1.554 -0.692 -3.071 0.1 0.3 1.6
N -1.952 -0.467 -1.545 0.2 -1.6 -1.9
N -2.304 -0.491 0.775 0.0 -1.0 2.3
C -0.571 0.934 -0.051 0.7 -0.8 -0.4
C -1.651 -0.126 -0.331 1.8 4.8 1.2
H 0.179 0.235 0.311 0.9 -0.2 -0.3
H -0.164 1.485 -0.925 -0.6 -0.4 0.6
H -0.618 1.538 0.871 -1.0 0.0 -0.6
H -2.494 -1.457 0.749 -1.4 -1.4 -0.3
```
Forces are in eV/Å.


E_tot across the listed records, respectively: -2993.82700; -998.58009; -1288.35597; -638.64521; -1544.38026; -593.45445; -593.43383; -647.96542; -647.76870; -989.55571; -1444.36039; -1444.28966 hartree.